DFT (the ωB97M-V functional and the def2-TZVPD basis) results for a structure of composition C43H50F2N6S2SiTi.

Geometry as XYZ:
```
105
Properties=species:S:1:pos:R:3:lowdin_charge:R:1
Ti 0.019 0.078 -0.028 0.947
C 0.994 4.570 3.881 -0.491
S -0.541 3.629 3.812 0.728
C -0.060 2.175 2.803 -1.143
S 1.532 1.599 2.836 0.603
N -1.152 1.768 2.246 -0.146
N -1.155 0.578 1.456 -0.170
C -2.435 0.078 1.522 -0.128
C -2.921 -1.024 0.921 -0.297
C -4.319 -1.379 0.990 -0.073
C -4.835 -2.329 0.197 -0.102
C -3.962 -2.953 -0.800 -0.096
C -2.662 -2.684 -0.831 -0.096
N -2.018 -1.878 0.183 -0.037
H 0.947 5.218 4.758 0.008
H 1.822 3.867 3.978 -0.039
H 1.124 5.176 2.984 0.020
H -3.119 0.653 2.135 0.120
H -4.946 -0.810 1.670 0.111
H -5.887 -2.580 0.235 0.081
H -4.380 -3.588 -1.571 0.095
H -1.989 -3.084 -1.579 0.121
F -1.801 -4.701 4.060 0.033
C -1.284 -4.312 2.864 -0.284
C -1.843 -3.260 2.196 0.053
C -1.287 -2.849 0.989 -0.149
C -0.143 -3.457 0.414 -0.063
C 0.328 -4.553 1.165 -0.212
F 1.416 -5.245 0.742 0.035
C -0.198 -4.989 2.356 0.043
C 0.518 -2.969 -0.796 -0.210
C 1.395 -3.766 -1.559 -0.039
C 2.016 -3.297 -2.691 -0.099
C 1.741 -1.975 -3.124 -0.089
C 0.886 -1.246 -2.362 -0.213
N 0.278 -1.658 -1.220 -0.042
H -2.718 -2.764 2.592 0.126
H 0.273 -5.805 2.886 0.128
H 1.581 -4.780 -1.250 0.095
H 2.686 -3.941 -3.248 0.082
H 2.177 -1.543 -4.014 0.092
H 0.621 -0.245 -2.661 0.035
C 2.170 -3.283 4.378 -0.125
C 3.020 -3.408 3.284 -0.111
C 2.832 -2.639 2.145 -0.039
C 1.774 -1.730 2.077 -0.269
C 0.914 -1.615 3.166 -0.071
C 1.115 -2.383 4.304 -0.093
N 1.592 -0.849 0.975 -0.129
N 2.674 -0.754 0.235 0.078
C 2.699 0.418 -0.489 -0.344
C 3.903 0.784 -1.117 -0.045
C 4.100 2.101 -1.473 -0.115
C 3.105 3.055 -1.208 -0.118
C 1.878 2.656 -0.709 -0.138
C 1.611 1.321 -0.402 -0.235
H 2.325 -3.879 5.270 0.085
H 3.841 -4.116 3.314 0.089
H 3.494 -2.726 1.296 0.099
H 0.115 -0.890 3.122 0.079
H 0.440 -2.267 5.144 0.102
H 4.681 0.038 -1.236 0.099
H 5.039 2.405 -1.923 0.084
H 3.288 4.102 -1.425 0.091
H 1.109 3.398 -0.545 0.072
C 0.908 1.770 -4.038 -0.130
C -0.247 2.706 -3.632 -0.573
C -0.997 3.026 -4.935 -0.135
C 0.418 4.049 -3.206 -0.109
Si -1.383 1.854 -2.182 0.892
C -2.335 3.380 -1.342 -0.618
C -1.484 3.998 -0.210 -0.122
C -2.757 4.515 -2.285 -0.109
C -3.605 2.882 -0.639 -0.118
C -2.768 0.841 -3.188 -0.618
C -2.062 -0.221 -4.044 -0.113
C -3.594 0.041 -2.176 -0.135
C -3.797 1.577 -4.063 -0.109
H 1.515 2.255 -4.819 0.080
H 0.554 0.823 -4.452 0.055
H 1.572 1.557 -3.199 0.056
H -0.297 3.519 -5.629 0.074
H -1.836 3.706 -4.781 0.059
H -1.367 2.135 -5.439 0.051
H 1.506 3.973 -3.252 0.060
H 0.176 4.378 -2.204 0.025
H 0.119 4.857 -3.884 0.068
H -0.679 4.634 -0.577 0.052
H -1.054 3.244 0.452 0.040
H -2.119 4.637 0.420 0.079
H -1.901 5.022 -2.729 0.055
H -3.322 5.267 -1.711 0.076
H -3.401 4.173 -3.098 0.055
H -3.401 2.040 0.029 0.062
H -4.380 2.581 -1.343 0.052
H -4.018 3.697 -0.027 0.078
H -1.433 -0.869 -3.428 0.057
H -1.437 0.198 -4.833 0.051
H -2.816 -0.862 -4.527 0.078
H -2.948 -0.439 -1.449 0.034
H -4.159 -0.750 -2.693 0.083
H -4.311 0.646 -1.627 0.061
H -3.369 2.112 -4.907 0.047
H -4.388 2.287 -3.482 0.054
H -4.502 0.834 -4.471 0.074
```

Calculated values
Total charge: -2
Spin multiplicity: 3
LUMO (spin up / spin down) in eV: 4.49 / 4.47
Frontier orbital gap (spin up / spin down) in eV: 4.5 / 6.0
<S²>: 2.041
E_HOMO (spin up / spin down) in eV: -0.05 / -1.54



DFT (the ωB97M-V functional and the def2-TZVPD basis) results for a cluster of 2 separate species, C6H14N2O2 in total.

Geometry as XYZ:
```
24
Properties=species:S:1:pos:R:3:lowdin_charge:R:1
C -2.877 2.023 -0.029 -0.042
C 0.930 1.809 0.178 0.001
C -0.513 2.243 0.409 -0.502
O -0.791 3.418 0.748 0.053
N -1.538 1.330 0.204 0.012
H -1.634 0.417 -0.186 0.090
H -3.158 2.739 0.763 0.091
H 1.144 0.811 0.740 0.088
H -2.554 2.734 -0.828 0.096
H -3.627 1.360 -0.372 0.066
H 1.267 1.752 -0.899 0.105
H 1.568 2.408 0.774 0.064
C 2.110 -1.172 -1.437 0.003
C -0.129 -2.701 1.185 0.025
C 0.938 -1.559 -0.707 -0.459
O -0.192 -1.469 -1.114 0.173
N 1.121 -2.043 0.678 0.242
H 2.793 -2.025 -1.655 0.126
H 2.080 -2.256 0.804 0.152
H -0.169 -2.728 2.281 0.115
H 1.821 -0.660 -2.405 0.140
H 2.722 -0.429 -0.897 0.108
H -1.021 -2.209 0.762 0.108
H -0.293 -3.795 1.006 0.146
```

Calculated values
Total charge: +1
Spin multiplicity: 2
LUMO (spin up / spin down) in eV: -3.93 / -9.47
Frontier orbital gap (spin up / spin down) in eV: 8.7 / 3.0
<S²>: 0.767
E_HOMO (spin up / spin down) in eV: -12.60 / -12.49



DFT (the ωB97M-V functional and the def2-TZVPD basis) results for the molecule C3H6N2O2.

Geometry as XYZ:
```
13
Properties=species:S:1:pos:R:3:lowdin_charge:R:1
C 2.090 0.066 -0.217 0.038
C -1.054 0.011 -0.151 -0.591
C 0.613 0.011 -0.126 -0.516
N -2.415 0.046 -0.282 0.180
O -0.212 -0.636 -1.114 0.069
N -0.212 -0.600 0.941 0.162
O -0.234 1.200 -0.169 0.052
H -2.811 -0.877 -0.389 0.109
H -2.876 0.596 0.429 0.106
H -0.209 -0.048 1.798 0.105
H 2.475 -0.950 -0.185 0.097
H 2.366 0.539 -1.155 0.096
H 2.479 0.643 0.619 0.094
```

Calculated values
LUMO in eV: 0.92
Frontier orbital gap in eV: 10.3
E_HOMO in eV: -9.38



DFT (the ωB97M-V functional and the def2-TZVPD basis) results for a cluster of 6 separate species, C33H82N6O in total.

Geometry as XYZ:
```
122
Properties=species:S:1:pos:R:3:lowdin_charge:R:1
C -2.208 -0.310 0.935 -0.087
C -1.830 0.563 -0.246 -0.251
N -0.429 0.988 -0.216 -0.175
C -0.100 1.863 -1.329 -0.276
C -0.182 1.198 -2.688 -0.071
C 0.026 1.530 1.043 -0.251
C -0.676 2.806 1.504 -0.092
H -3.135 -0.832 0.712 0.070
H -2.300 0.298 1.836 0.054
H -1.401 -1.022 1.114 0.086
H -1.924 -0.043 -1.148 0.089
H -2.521 1.422 -0.312 0.123
H -0.717 2.788 -1.316 0.123
H 0.907 2.262 -1.158 0.062
H -1.206 0.935 -2.943 0.068
H 0.217 1.870 -3.447 0.079
H 0.430 0.297 -2.657 0.063
H 1.108 1.685 1.007 0.113
H -0.142 0.780 1.817 0.103
H -1.728 2.568 1.704 0.072
H -0.681 3.652 0.813 0.062
H -0.311 3.207 2.453 0.060
C 5.500 2.534 -6.071 -0.100
C 4.680 1.510 -5.303 -0.278
N 4.398 0.269 -5.998 -0.200
C 5.490 -0.303 -6.794 -0.247
C 4.920 -1.102 -7.971 -0.085
C 3.833 -0.706 -5.082 -0.259
C 2.537 -0.199 -4.441 -0.101
H 6.560 2.303 -6.128 0.068
H 5.377 3.485 -5.546 0.072
H 5.091 2.692 -7.072 0.081
H 5.251 1.320 -4.369 0.124
H 3.737 1.991 -5.054 0.099
H 6.012 0.533 -7.248 0.093
H 6.108 -0.934 -6.143 0.117
H 4.298 -1.928 -7.633 0.057
H 4.306 -0.417 -8.556 0.075
H 5.728 -1.449 -8.615 0.069
H 4.542 -0.918 -4.259 0.120
H 3.583 -1.605 -5.643 0.103
H 2.123 -0.940 -3.760 0.063
H 1.797 0.030 -5.212 0.088
H 2.712 0.736 -3.911 0.042
C -3.899 -1.303 5.054 -0.095
C -5.245 -0.670 5.389 -0.261
N -6.133 -0.587 4.234 -0.201
C -5.617 0.317 3.226 -0.279
C -6.221 0.165 1.844 -0.091
C -7.502 -0.202 4.595 -0.265
C -8.164 -1.149 5.575 -0.095
H -3.994 -2.126 4.348 0.080
H -3.455 -1.721 5.965 0.070
H -3.158 -0.575 4.723 0.057
H -5.730 -1.252 6.167 0.097
H -5.033 0.344 5.787 0.123
H -5.733 1.368 3.577 0.122
H -4.531 0.221 3.175 0.085
H -6.533 -0.854 1.612 0.080
H -7.103 0.791 1.672 0.067
H -5.530 0.509 1.071 0.060
H -8.078 -0.164 3.669 0.107
H -7.493 0.837 4.984 0.120
H -7.916 -2.174 5.282 0.083
H -9.243 -1.037 5.567 0.070
H -7.762 -1.018 6.579 0.062
C 3.349 -1.094 7.900 -0.092
C 2.834 -1.145 6.457 -0.274
N 2.679 0.115 5.768 -0.203
C 3.926 0.853 5.686 -0.254
C 4.051 1.906 4.574 -0.088
C 1.484 0.811 6.217 -0.253
C 1.095 2.073 5.445 -0.090
H 2.639 -0.658 8.606 0.065
H 4.283 -0.536 7.952 0.061
H 3.547 -2.104 8.267 0.070
H 3.540 -1.777 5.901 0.112
H 1.900 -1.712 6.417 0.110
H 4.710 0.107 5.553 0.112
H 4.124 1.373 6.644 0.117
H 5.103 1.985 4.303 0.070
H 3.701 2.876 4.913 0.055
H 3.469 1.655 3.688 0.067
H 0.660 0.097 6.230 0.109
H 1.597 1.127 7.279 0.115
H 0.030 2.267 5.594 0.072
H 1.649 2.937 5.790 0.064
H 1.207 1.910 4.373 0.059
C -3.204 -4.185 -6.373 -0.095
C -1.902 -4.532 -5.687 -0.273
N -1.630 -3.762 -4.483 -0.206
C -0.227 -3.746 -4.086 -0.245
C 0.323 -5.096 -3.587 -0.075
C -2.584 -3.940 -3.403 -0.250
C -2.568 -2.768 -2.416 -0.093
H -4.083 -4.355 -5.750 0.059
H -3.355 -4.836 -7.240 0.073
H -3.237 -3.157 -6.736 0.077
H -1.878 -5.626 -5.496 0.111
H -1.047 -4.376 -6.352 0.115
H 0.317 -3.389 -4.965 0.108
H -0.112 -2.982 -3.319 0.089
H 1.402 -5.180 -3.721 0.068
H 0.141 -5.224 -2.519 0.066
H -0.147 -5.921 -4.124 0.061
H -2.380 -4.863 -2.830 0.116
H -3.589 -3.968 -3.813 0.098
H -1.584 -2.570 -1.989 0.055
H -3.297 -2.904 -1.617 0.070
H -2.836 -1.844 -2.944 0.075
C 1.476 5.169 1.217 -0.077
N 1.931 4.239 0.220 0.009
C 3.106 4.399 -0.453 -0.542
C 3.504 3.212 -1.287 0.007
O 3.816 5.382 -0.325 0.049
H 0.900 4.645 1.979 0.050
H 0.898 6.001 0.807 0.093
H 2.341 5.594 1.726 0.090
H 1.256 3.631 -0.214 0.064
H 2.686 2.531 -1.515 0.050
H 4.335 2.716 -0.783 0.095
H 3.944 3.512 -2.241 0.082
```

Calculated values
LUMO in eV: 0.62
Frontier orbital gap in eV: 8.8
E_HOMO in eV: -8.16



DFT (the ωB97M-V functional and the def2-TZVPD basis) results for the ion C2H7ClN3 with charge +1.

Geometry as XYZ:
```
13
Properties=species:S:1:pos:R:3:lowdin_charge:R:1
N 2.218 -1.110 0.192 0.214
C 0.984 -0.901 -0.172 -0.138
N 0.187 0.053 0.212 0.068
C -1.127 0.385 -0.344 -0.668
N -1.451 1.648 0.125 0.052
Cl -2.414 -0.989 0.018 0.495
H 2.728 -0.489 0.804 0.148
H 2.702 -1.928 -0.152 0.148
H 0.542 -1.625 -0.854 0.171
H 0.518 0.756 0.870 0.172
H -1.094 0.363 -1.435 0.118
H -2.185 2.117 -0.388 0.113
H -1.608 1.721 1.124 0.108
```

Calculated values
Total charge: +1
LUMO in eV: -3.96
Frontier orbital gap in eV: 10.4
E_HOMO in eV: -14.35



DFT (the ωB97M-V functional and the def2-TZVPD basis) results for a cluster of 8 separate species, C5H25NO8 in total.

Geometry as XYZ:
```
39
Properties=species:S:1:pos:R:3:lowdin_charge:R:1
C -2.312 -0.043 -0.568 -0.038
C -1.065 -0.155 0.305 -0.454
N -1.052 -1.293 1.212 0.053
C 0.216 -0.104 -0.558 -0.162
C 1.484 -0.365 0.249 -0.143
C 2.697 -0.355 -0.654 -0.199
O 2.619 -0.437 -1.856 0.036
H -2.284 -0.567 -1.521 0.072
H -2.435 1.034 -0.725 0.073
H -3.207 -0.355 -0.029 0.076
H -0.890 0.759 0.871 0.087
H -1.038 -2.146 0.649 0.042
H -1.947 -1.420 1.666 0.078
H 0.134 -0.935 -1.265 0.096
H 0.241 0.828 -1.115 0.119
H 1.616 0.459 0.970 0.109
H 1.441 -1.237 0.896 0.109
H 3.656 -0.547 -0.139 0.128
O 1.106 -0.546 4.013 -0.061
H 1.592 -1.360 4.174 0.037
H 0.895 -0.576 3.072 -0.011
O -1.181 2.164 2.905 -0.048
H -1.031 1.404 2.331 -0.009
H -0.763 1.895 3.731 0.048
O 1.070 0.750 -3.809 -0.084
H 1.501 0.209 -3.115 -0.020
H 1.618 1.540 -3.738 0.035
O 1.302 3.239 1.616 -0.067
H 1.130 2.456 2.130 -0.009
H 0.496 3.511 1.159 -0.016
O -0.963 3.635 -0.091 -0.032
H -1.038 3.555 -1.034 0.046
H -1.627 4.205 0.302 0.062
O -0.115 -2.735 -3.301 -0.050
H -1.062 -2.580 -3.158 0.043
H 0.072 -1.852 -3.643 0.034
O -0.433 -3.766 -0.397 -0.038
H -0.580 -3.761 -1.336 0.007
H 0.139 -4.510 -0.199 0.053
```

Calculated values
LUMO in eV: 0.31
Frontier orbital gap in eV: 10.1
E_HOMO in eV: -9.77



DFT (the ωB97M-V functional and the def2-TZVPD basis) results for a cluster of 2 separate species, BrClO2P in total.

Geometry as XYZ:
```
5
Properties=species:S:1:pos:R:3:lowdin_charge:R:1
O -0.034 -0.717 -1.102 -0.324
O 1.210 -1.407 1.149 -0.370
P 0.767 -0.436 0.114 0.365
Cl -4.290 1.327 -0.122 -0.981
Br 2.347 1.234 -0.039 0.310
```

Calculated values
Total charge: -1
LUMO in eV: -0.06
Frontier orbital gap in eV: 3.4
E_HOMO in eV: -3.51



DFT (the ωB97M-V functional and the def2-TZVPD basis) results for the ion C5H11INO3S with charge +1.

Geometry as XYZ:
```
22
Properties=species:S:1:pos:R:3:lowdin_charge:R:1
C 1.318 2.529 -0.662 -0.038
C 1.091 1.208 0.086 -0.146
C -0.199 0.712 -0.344 -0.423
O -1.024 1.212 -1.026 0.097
N -0.612 -0.823 0.199 -0.253
C -1.961 -0.687 0.666 -0.110
C 0.483 -1.348 1.472 0.136
S -0.137 -1.640 -1.341 0.328
O 1.100 -1.003 -1.741 -0.280
O -0.104 -3.036 -1.060 -0.317
I -2.124 -1.271 -2.651 0.927
H 0.501 2.849 -1.313 0.090
H 2.151 2.586 -1.284 0.066
H 1.460 3.346 0.071 0.102
H 1.773 0.331 -0.011 0.115
H 1.012 1.299 1.306 0.197
H -2.037 -0.053 1.539 0.123
H -2.650 -0.163 0.034 0.059
H -2.291 -1.654 0.966 0.108
H 1.354 -1.328 0.928 0.039
H 0.630 -0.733 2.309 0.080
H 0.266 -2.330 1.855 0.102
```

Calculated values
Total charge: +1
LUMO in eV: -5.47
Frontier orbital gap in eV: 8.8
E_HOMO in eV: -14.32



Energy relative to the best compared isomer or geometry (same formula, charge and spin) readings, ordered: 80.69 67.33 96.14 0.00 0.00 50.90 58.01 65.90 kcal/mol
Total energy readings, ordered: -112439.027 -13513.840 -10280.628 -46537.564 -19174.081 -23460.370 -95951.318 -31921.371 eV